Entry 1:
This record from the Open Molecules 2025 dataset describes C10H30F2N7O3P2PdS as an isolated structure. The level of theory is the ωB97M-V functional and the def2-TZVPD basis.

Its net charge is -1. The calculation puts the HOMO-LUMO gap at 4.162 eV.

The geometry in XYZ format:
```
56
Properties=species:S:1:pos:R:3:forces:R:3:nbo_charge:R:1
Pd 0.61992 1.59651 1.07440 0.68 1.09 -0.13 0.011
N 0.90662 0.89054 3.82918 -0.11 0.00 -0.07 -0.683
N 2.16843 1.21351 4.34124 0.05 0.03 0.06 -0.436
C 3.26701 1.39851 3.59361 -0.07 -0.08 -0.11 0.264
N 4.32338 1.98701 4.25898 0.02 0.05 0.01 -0.821
S 3.38721 0.99806 1.98657 0.10 -0.17 -0.09 -0.278
H 0.80383 1.35529 2.83110 -0.17 -0.16 1.12 0.332
H 0.87464 -0.10716 3.64738 0.11 -0.06 -0.07 0.348
H 2.12863 1.68386 5.23100 0.04 0.12 -0.02 0.362
H 4.42201 1.80405 5.24516 -0.05 -0.01 0.02 0.365
H 5.17612 1.94706 3.72829 0.05 0.00 0.03 0.399
C 3.21023 -0.89463 -1.01605 0.09 0.03 -0.12 -0.409
N 1.86463 -1.15249 -1.53126 -0.27 0.43 0.48 -0.816
C 1.32187 -2.43062 -1.09032 0.04 -0.06 -0.04 -0.410
P 0.87029 0.16633 -1.73345 -0.29 -0.51 -0.78 2.476
O 1.38530 1.48806 -1.38566 0.14 -0.11 -0.04 -1.056
O -0.57707 -0.26336 -1.09527 0.40 -0.10 -0.07 -1.138
P -1.21029 -0.58651 0.35684 -0.70 -0.21 -0.19 2.488
O -0.32249 -0.65608 1.52610 0.28 -0.04 0.01 -1.095
N -2.56459 0.38693 0.45379 0.47 -0.12 -0.17 -0.802
C -2.31024 1.83368 0.40894 -0.06 0.08 0.10 -0.453
C -3.75547 0.01689 -0.28809 -0.02 -0.12 0.13 -0.397
N -1.76332 -2.15512 0.06727 -0.30 0.39 0.09 -0.810
C -2.29769 -2.63101 -1.18960 0.12 0.02 0.00 -0.407
C -2.24751 -2.88122 1.23005 0.05 0.00 -0.05 -0.409
N 0.45465 0.12485 -3.36204 0.03 0.11 0.22 -0.788
C 0.23556 -1.12841 -4.04741 0.00 0.00 0.05 -0.403
C -0.44311 1.19585 -3.77241 0.01 0.01 0.01 -0.417
H 3.93402 -1.49842 -1.57296 -0.02 0.01 0.01 0.173
H 3.28229 -1.13852 0.04474 -0.05 0.02 0.07 0.209
H 3.45355 0.15880 -1.13179 0.02 0.00 0.00 0.245
H 2.04083 -3.21375 -1.34498 -0.02 -0.01 -0.02 0.189
H 0.38114 -2.65050 -1.59286 0.05 -0.01 0.00 0.202
H 1.14536 -2.45189 -0.01039 0.03 0.03 0.01 0.213
H -1.25651 2.02079 0.75683 -0.57 0.16 -0.07 0.232
H -3.01550 2.35710 1.05830 0.00 -0.02 0.00 0.188
H -2.40678 2.21759 -0.61466 0.00 -0.04 0.00 0.169
H -4.01561 -1.02631 -0.11823 -0.04 0.02 -0.01 0.189
H -3.65568 0.19141 -1.36940 0.00 0.01 0.01 0.169
H -4.58305 0.62857 0.07539 0.00 0.02 -0.02 0.200
H -2.00756 -1.95874 -1.99540 -0.03 -0.08 0.00 0.218
H -3.39247 -2.70929 -1.18457 0.00 0.00 0.02 0.172
H -1.90065 -3.63053 -1.40260 0.01 0.01 -0.05 0.182
H -1.78347 -2.47332 2.12494 0.01 -0.06 0.01 0.243
H -1.98533 -3.94089 1.14429 0.01 0.01 0.01 0.181
H -3.34000 -2.81125 1.33702 0.02 0.00 -0.04 0.165
H 1.02232 -1.83008 -3.77649 -0.03 -0.04 -0.04 0.216
H 0.27961 -0.95904 -5.12639 0.00 0.00 0.00 0.190
H -0.74255 -1.58190 -3.82067 0.02 0.03 -0.02 0.161
H -0.21322 2.08819 -3.19215 -0.04 0.02 -0.04 0.247
H -1.50023 0.93553 -3.61795 0.02 -0.02 0.01 0.167
H -0.29680 1.41724 -4.83286 0.02 -0.02 0.00 0.185
F -0.53023 4.46189 0.69083 -0.01 0.08 0.04 -0.460
C 0.23253 3.73515 1.66846 -0.11 -0.75 -0.15 0.114
F 1.31706 4.61181 1.92983 0.02 -0.05 -0.04 -0.442
H -0.39164 3.84998 2.57542 0.06 0.10 -0.08 0.063
```
Forces are in eV/Å.

Entry 2:
This record from the Open Molecules 2025 dataset describes C10H30F3FeN12O8 as an isolated structure. The level of theory is the ωB97M-V functional and the def2-TZVPD basis.

The spin multiplicity is 6. Its net charge is +2. The calculation puts the HOMO-LUMO gap (spin up / spin down) at 9.934 / 7.823 eV.

The geometry in XYZ format:
```
64
Properties=species:S:1:pos:R:3:forces:R:3:nbo_charge:R:1
Fe 0.27404 0.40642 -0.30922 0.01 -1.16 1.98 1.948
C -0.21607 -1.36535 2.34750 -0.05 -1.02 -0.16 0.332
O -1.02465 -2.48195 1.95338 0.39 0.17 0.30 -0.570
O 0.19157 -0.70697 1.26497 0.17 1.04 -1.36 -0.759
C -1.01463 -0.47575 3.31906 0.04 1.00 -0.64 0.931
F -1.09620 -0.95082 4.54963 0.02 -0.23 0.26 -0.301
F -0.43507 0.73850 3.38771 0.00 -0.05 0.16 -0.326
F -2.27309 -0.26727 2.86438 -0.05 -0.14 0.06 -0.342
C -1.48126 -3.33005 3.02345 -0.94 0.04 -0.23 -0.078
C -2.00950 -4.61307 2.41678 0.65 -0.53 0.64 -0.626
H -2.73686 -4.42034 1.63375 0.00 -0.08 -0.09 0.200
H -1.19195 -5.25798 2.08660 -0.04 0.26 -0.49 0.217
H -2.47239 -5.22317 3.19654 -0.29 0.28 0.00 0.237
H -2.32204 -2.82717 3.51226 0.17 0.00 0.17 0.179
H -0.71032 -3.51815 3.77224 0.19 0.06 -0.15 0.189
H 0.65929 -1.75590 2.89297 -0.11 -0.01 0.25 0.154
C -2.45768 2.32886 0.32825 -0.15 0.26 0.00 0.816
O -1.43799 1.64012 0.24637 -0.14 0.04 0.05 -0.731
N -2.70345 3.34907 -0.54605 0.07 -0.34 0.32 -0.834
N -3.37680 2.14762 1.29805 0.16 -0.11 -0.19 -0.810
H -1.98426 3.57871 -1.20342 -0.13 0.04 -0.17 0.399
H -3.57924 3.83929 -0.54022 0.08 0.14 -0.12 0.410
H -4.16247 2.75980 1.42284 0.02 -0.01 0.01 0.407
H -3.21788 1.40800 1.95755 0.00 -0.09 0.09 0.432
C 1.46986 2.61623 1.77812 -0.75 0.19 0.89 0.832
O 1.02591 1.93305 0.85556 -0.05 0.35 -0.37 -0.726
N 2.30508 2.12803 2.71220 0.31 -0.02 -0.19 -0.804
N 1.01883 3.88659 1.96602 0.04 0.43 -0.35 -0.819
H 2.52915 1.14997 2.68215 0.09 0.02 -0.16 0.419
H 2.79187 2.72103 3.35978 -0.10 -0.03 0.10 0.411
H 0.28576 4.23842 1.37849 0.02 -0.29 -0.22 0.403
H 1.28201 4.52282 2.69841 0.29 -0.40 0.21 0.411
C 3.86849 0.09598 -0.12964 -0.36 -0.12 -0.66 0.806
O 2.64745 0.22282 -0.10524 0.32 0.29 0.32 -0.718
N 4.53473 -0.71614 0.73556 0.15 0.49 -0.44 -0.827
N 4.65147 0.71012 -1.06962 0.52 -0.46 0.41 -0.834
H 4.03794 -1.15468 1.48626 -0.01 -0.17 -0.07 0.417
H 5.51942 -0.86100 0.60123 -0.02 -0.16 0.40 0.403
H 4.31098 1.35775 -1.75216 -0.41 -0.03 0.13 0.412
H 5.63040 0.48258 -1.11142 -0.02 0.20 -0.05 0.397
C 0.08629 2.49760 -2.72513 0.13 -0.01 0.38 0.819
O 0.45173 1.73309 -1.82349 0.12 -0.01 -0.38 -0.738
N 0.25101 3.83981 -2.60728 -0.51 0.02 -0.57 -0.813
N -0.47170 2.06085 -3.87461 0.01 0.57 0.01 -0.805
H 0.05104 4.43011 -3.39826 0.03 0.08 0.09 0.407
H 0.38036 4.30169 -1.72548 0.31 -0.34 0.17 0.424
H -0.45009 1.09776 -4.15279 0.04 -0.09 0.22 0.420
H -0.85424 2.74223 -4.50776 0.01 -0.22 -0.21 0.410
C 1.45276 -1.70392 -2.57409 0.08 0.07 0.48 0.820
O 1.09539 -1.01170 -1.62024 -0.19 -0.02 -0.09 -0.728
N 1.34824 -3.05722 -2.52881 0.12 0.42 -0.61 -0.807
N 2.02418 -1.16576 -3.68246 -0.47 -0.77 0.22 -0.822
H 0.82068 -3.47444 -1.78279 0.00 0.05 0.06 0.424
H 1.45304 -3.56154 -3.39300 -0.03 -0.30 0.20 0.400
H 2.32204 -1.80024 -4.40200 0.23 0.42 -0.25 0.408
H 2.15089 -0.17477 -3.74554 0.14 0.02 -0.02 0.416
C -2.10179 -1.51155 -1.41185 0.03 -0.41 0.50 0.822
O -1.35706 -0.59079 -1.05097 -0.28 0.64 -0.70 -0.747
N -2.53903 -2.42206 -0.52495 -0.04 0.05 -0.48 -0.813
N -2.49808 -1.65830 -2.70354 0.05 -0.17 0.14 -0.817
H -2.17006 -2.39529 0.42221 0.19 -0.02 -0.02 0.452
H -3.03891 -3.23019 -0.85197 -0.08 -0.02 0.20 0.398
H -2.37494 -0.90704 -3.35478 0.05 0.10 0.09 0.407
H -3.16219 -2.37432 -2.94147 -0.07 0.10 -0.07 0.406
```
Forces are in eV/Å.

Total energy / a.u.: -2416.6464 -3221.1771